This record from OMol25 describes C18H22ClN5O4S in the gas phase. The level of theory is the ωB97M-V functional and the def2-TZVPD basis.

Calculated values
E_tot (eV): -58022.511
Gap between HOMO and LUMO (eV): 8.7982

Geometry as ORCA input:
```
! RIJCOSX wB97M-V def2-TZVPD def2/J DEFGRID3
* xyz 0 1
C -1.734 -2.922 -2.499
C -2.010 -1.607 -3.222
N -2.954 -0.715 -2.543
S -4.073 -1.070 -1.393
C -3.219 -0.836 0.135
O -5.049 -0.027 -1.514
O -4.459 -2.448 -1.465
C -0.663 -0.912 -3.444
O 0.076 -1.283 -4.340
N -0.341 0.063 -2.569
C 0.901 0.809 -2.685
C 0.726 2.145 -1.970
N 1.077 1.830 -0.588
C 0.090 1.637 0.316
O -1.100 1.781 0.056
C 0.487 1.286 1.732
C -0.489 0.633 2.523
C -0.187 0.335 3.815
Cl -1.341 -0.477 4.809
C 1.076 0.702 4.347
C 1.515 0.467 5.667
C 2.762 0.887 6.027
N 3.621 1.527 5.192
C 3.226 1.751 3.971
C 1.955 1.363 3.469
N 1.662 1.644 2.174
C 2.308 1.037 -0.673
C 2.112 0.163 -1.940
C 1.916 -1.303 -1.581
H -0.967 -3.451 -3.064
H -1.350 -2.747 -1.492
H -2.625 -3.537 -2.434
H -2.382 -1.841 -4.221
H -3.284 0.069 -3.089
H -3.943 -1.030 0.924
H -2.401 -1.552 0.195
H -2.854 0.188 0.177
H -1.033 0.359 -1.895
H 1.119 0.920 -3.746
H 1.443 2.878 -2.343
H -0.277 2.555 -2.036
H -1.450 0.396 2.094
H 0.874 -0.036 6.376
H 3.127 0.721 7.033
H 3.902 2.264 3.295
H 3.155 1.716 -0.773
H 2.458 0.443 0.222
H 2.989 0.253 -2.582
H 1.093 -1.423 -0.871
H 1.694 -1.902 -2.464
H 2.819 -1.699 -1.114
*
```


This record from OMol25 describes a 8-piece molecular cluster, C18H22F18N4O18S6 overall. The level of theory is the ωB97M-V functional and the def2-TZVPD basis.

Calculated values
E_tot (eV): -175759.427
Gap between HOMO and LUMO (eV): 2.7489

Geometry as ORCA input:
```
! RIJCOSX wB97M-V def2-TZVPD def2/J DEFGRID3
* xyz -4 1
C 2.326 4.654 -1.610
C 1.298 3.808 -2.454
N 0.712 2.687 -1.670
C 1.392 1.669 -1.169
C 0.475 0.889 -0.414
N -0.706 1.498 -0.470
C -0.606 2.537 -1.254
C -2.001 1.031 0.099
H 1.998 5.228 -0.743
H 2.783 5.356 -2.307
H 3.156 3.991 -1.363
H 1.963 3.446 -3.238
H 0.452 4.388 -2.821
H 2.444 1.526 -1.364
H 0.578 -0.044 0.120
H -1.454 3.187 -1.409
H -2.676 1.870 -0.072
H -1.975 0.955 1.186
H -2.372 0.107 -0.347
C 4.925 -8.050 -0.625
C 5.886 -8.715 0.346
N 5.370 -9.965 0.877
C 5.354 -11.180 0.207
C 4.874 -12.293 0.935
N 4.453 -11.662 2.082
C 4.678 -10.240 2.041
C 3.729 -12.333 3.213
H 4.015 -7.743 -0.109
H 4.508 -8.802 -1.294
H 5.361 -7.335 -1.323
H 5.862 -8.022 1.187
H 6.886 -8.831 -0.072
H 5.814 -11.184 -0.770
H 4.799 -13.342 0.689
H 4.407 -9.518 2.797
H 3.736 -11.567 3.988
H 4.345 -13.134 3.622
H 2.667 -12.448 2.995
C 9.491 3.433 -5.781
F 10.065 3.779 -4.652
F 8.425 4.111 -5.996
F 10.409 3.571 -6.767
S 9.021 1.527 -5.738
O 8.527 1.321 -7.148
O 10.196 0.708 -5.500
O 8.037 1.358 -4.671
C -9.396 2.534 4.629
F -10.190 3.391 5.291
F -8.325 3.194 4.109
F -9.010 1.581 5.619
S -10.377 1.704 3.180
O -9.782 0.378 2.972
O -11.705 1.492 3.721
O -10.203 2.575 1.988
C -0.047 7.758 4.755
F -0.211 8.549 3.765
F -1.180 7.609 5.454
F 0.356 6.613 4.125
S 1.312 8.409 5.879
O 1.488 7.463 6.960
O 2.507 8.618 5.077
O 0.969 9.728 6.382
C 1.022 -2.899 7.229
F 1.483 -1.720 6.782
F 1.175 -3.071 8.559
F -0.346 -3.015 7.095
S 1.949 -4.313 6.315
O 3.371 -3.884 6.344
O 1.822 -5.530 7.063
O 1.437 -4.453 4.935
C -6.853 8.588 -4.284
F -6.709 7.886 -5.329
F -5.930 8.089 -3.364
F -6.466 9.838 -4.599
S -8.693 8.675 -3.690
O -9.345 9.416 -4.770
O -9.093 7.225 -3.574
O -8.841 9.348 -2.421
C -5.938 0.998 -7.032
F -6.088 2.303 -7.308
F -6.265 0.208 -8.006
F -4.642 0.806 -6.886
S -6.626 0.486 -5.321
O -8.132 0.416 -5.420
O -5.957 -0.815 -4.990
O -6.167 1.598 -4.466
*
```


This record from OMol25 describes a 2-piece molecular cluster, C18H22F2N3 overall. The level of theory is the ωB97M-V functional and the def2-TZVPD basis.

Calculated values
E_tot (eV): -28919.472
Gap between HOMO and LUMO (eV): 4.1381

Geometry as ORCA input:
```
! RIJCOSX wB97M-V def2-TZVPD def2/J DEFGRID3
* xyz 1 1
F 3.680 1.037 -0.919
C 2.518 1.374 -1.535
C 2.502 1.564 -2.910
C 1.327 1.895 -3.554
C 0.171 2.042 -2.833
C 0.141 1.865 -1.432
C -1.115 2.043 -0.800
C -1.602 1.899 0.524
C -2.988 2.098 0.709
C -3.577 1.976 1.941
C -2.809 1.653 3.041
C -1.441 1.453 2.906
F -0.699 1.145 4.000
C -0.846 1.573 1.668
C 1.357 1.521 -0.806
H 3.418 1.449 -3.464
H 1.318 2.031 -4.624
H -0.743 2.288 -3.344
H -1.886 2.338 -1.492
H -3.596 2.343 -0.145
H -4.640 2.127 2.050
H -3.257 1.556 4.015
H 0.212 1.423 1.619
H 1.421 1.368 0.251
C 1.340 7.839 -2.204
N 1.376 6.740 -1.248
C 1.135 5.418 -1.802
C 1.987 6.817 0.029
N 2.351 5.718 0.585
N 2.121 8.035 0.756
C 2.557 9.303 0.166
C 2.200 8.010 2.214
H 0.968 8.748 -1.735
H 2.335 8.002 -2.618
H 0.674 7.600 -3.030
H 0.909 4.721 -0.998
H 0.293 5.432 -2.489
H 2.016 5.072 -2.336
H 2.794 5.725 1.465
H 2.886 9.163 -0.858
H 1.756 10.042 0.194
H 3.403 9.708 0.720
H 1.571 7.210 2.600
H 3.230 7.845 2.529
H 1.852 8.955 2.636
*
```


Which energy above the lowest of the compared OMol25 structures with the same formula, charge and spin belongs to each record? In order, 9.1 113.1 0.0 kcal per mole.